A:
DFT (wB97M-V/def2-TZVPD) results for a 2-piece molecular cluster, C3H6N3O2 overall.

Last column: Löwdin charge in e.
Atoms and positions in Å:
C 2.99697 0.25003 0.17653  -0.123
C -1.23291 0.28976 0.76521  0.041
C -1.33670 1.12323 -0.33956  0.006
N 2.24165 0.76781 -0.70054  -0.006
N -1.99755 -0.83042 0.72793  -0.240
N -1.18310 1.84824 -1.26976  0.340
O -2.91259 -0.66566 -0.32687  0.118
O -2.02110 -1.76854 1.43368  0.226
H 3.99881 -0.07793 -0.00004  0.063
H 2.61996 -0.06173 1.09855  0.032
H -0.45681 0.57769 1.42112  0.143
H 2.70821 0.99271 -1.63834  0.078
H -1.71438 2.54524 -1.81572  0.168
H -3.30072 -1.48636 -0.63553  0.154

Results
Net charge = +1
Gap between HOMO and LUMO (spin up / spin down) = 7.29 / 7.29 eV
LUMO level (spin up / spin down) = -5.986 / -5.985 eV

---

B:
DFT (wB97M-V/def2-TZVPD) results for an isolated ion of composition C3H6N3O2 and charge +1.

Last column: Löwdin charge in e.
Atoms and positions in Å:
N -1.09828 -1.39513 0.25923  0.131
C -0.31683 -0.54797 1.20970  -0.080
C 0.41873 0.52321 0.43589  -0.136
N 0.92438 1.66229 0.77610  0.119
O 1.36383 2.38746 -0.19892  0.046
N 1.18081 1.57779 -1.39499  0.204
C 0.63205 0.40967 -1.02617  -0.378
O 0.24179 -0.49897 -1.78235  0.053
H -0.55180 -1.33462 -0.75787  0.153
H -2.12721 -1.22779 0.36036  0.186
H -0.96509 -2.40126 0.53607  0.181
H -1.10047 -0.11098 1.83478  0.135
H 0.30241 -1.17007 1.99979  0.188
H 1.09568 2.12638 -2.25161  0.199

Results
SMILES = [NH3+]Cc1no[nH]c1=O
Net charge = +1
Gap between HOMO and LUMO = 10.63 eV
LUMO level = -4.091 eV

---

C:
DFT (wB97M-V/def2-TZVPD) results for a 2-piece molecular cluster, C3H6N3O2 overall.

Last column: Löwdin charge in e.
Atoms and positions in Å:
C 0.22370 1.20147 -0.61320  -0.100
C 0.49453 -2.22557 0.11759  0.049
C -0.65288 0.32542 -0.12730  0.024
N 1.50288 -2.76756 -0.02605  0.173
N -1.78394 -0.13942 0.09555  -0.203
N 0.86775 2.14656 0.05861  0.146
O -2.02761 -1.34303 0.63929  0.053
O -2.94189 0.49943 -0.20334  0.139
H 0.57868 1.00495 -1.62412  0.157
H -1.17046 -1.88280 0.61064  0.034
H 2.37141 -3.24579 -0.14393  0.106
H 0.61090 2.37945 1.00672  0.135
H -3.69701 -0.05814 0.06968  0.157
H 1.60409 2.67418 -0.37939  0.128

Results
Net charge = +1
Gap between HOMO and LUMO = 10.16 eV
LUMO level = -3.563 eV

---

B is the most stable structure; the next one sits 0.0887 hartree above it.

---

A:
DFT (wB97M-V/def2-TZVPD) results for a 2-piece molecular cluster, C4H5Cl overall.

Last column: Löwdin charge in e.
Atoms and positions in Å:
C 1.82082 -1.11075 1.13173  0.208
C 1.22736 -0.53669 0.28408  -0.248
C -0.93679 0.33796 -0.07026  -0.038
C 0.32229 -0.11328 -0.63478  -0.139
Cl 2.29466 1.82107 -1.18866  -0.216
H 2.27976 -1.77518 1.84652  0.068
H -1.06935 1.43555 0.02645  0.135
H -0.87831 -0.20697 0.81503  0.071
H -1.70022 -0.06219 -0.64647  0.072
H 0.57859 -0.33253 -1.62942  0.086

Results
Gap between HOMO and LUMO (spin up / spin down) = 6.62 / 6.62 eV
LUMO level (spin up / spin down) = -2.384 / -2.381 eV

---

B:
DFT (wB97M-V/def2-TZVPD) results for one molecule with the formula C4H5Cl.

Last column: Löwdin charge in e.
Atoms and positions in Å:
C -0.20906 0.07182 -0.00357  -0.536
C -1.37848 0.56523 0.71564  -0.382
C -0.18864 -1.25628 -0.22751  0.016
C 0.99553 0.97850 -0.04894  -0.064
Cl -2.79481 -0.02164 -0.05632  0.610
H -1.14851 -1.92883 -0.02116  0.088
H 0.69215 -1.70756 -0.51277  0.035
H 0.80609 2.02845 0.09614  0.075
H 1.78800 0.68318 -0.76328  0.096
H 1.43773 0.58712 0.82177  0.062

Results
Gap between HOMO and LUMO = 8.17 eV
LUMO level = -0.696 eV

---

B is the most stable structure; the next one sits 0.0141 hartree above it.

---

A:
DFT (wB97M-V/def2-TZVPD) results for a 2-piece molecular cluster, C7H15NO overall.

Last column: Löwdin charge in e.
Atoms and positions in Å:
C -1.10713 3.26189 0.47762  -0.005
C -0.94883 1.83797 0.00434  -0.602
O 0.08271 1.73014 -0.91917  0.020
C -1.27161 0.71117 0.90529  -0.096
N -2.16551 1.08314 -0.18680  0.066
H -1.14240 3.92489 -0.38199  0.081
H -2.02704 3.35757 1.04269  0.082
H -0.26012 3.53986 1.09759  0.082
H 0.41833 0.82231 -0.93678  0.045
H -0.69503 -0.20092 0.83746  0.074
H -1.66996 0.91964 1.89027  0.104
H -2.14085 0.45057 -0.98108  0.094
C 2.10355 -0.66610 -0.50380  0.023
C 1.21305 -1.61960 -0.27327  -0.449
C 1.08155 -2.28623 1.06425  -0.072
C 0.28049 -2.12538 -1.33408  -0.065
H 2.22892 -0.21967 -1.47854  0.071
H 2.76759 -0.31590 0.26791  0.070
H 1.46325 -3.30208 1.00475  0.084
H 0.04043 -2.35065 1.37063  0.075
H 1.64016 -1.75892 1.82805  0.078
H 0.39473 -3.20282 -1.45121  0.084
H -0.75876 -1.94146 -1.05375  0.076
H 0.47258 -1.64940 -2.29047  0.079

Results
SMILES = C[C@@]1(O)CN1.C=C(C)C
Gap between HOMO and LUMO = 9.80 eV
LUMO level = 0.823 eV

---

B:
DFT (wB97M-V/def2-TZVPD) results for one molecule with the formula C7H15NO.

Last column: Löwdin charge in e.
Atoms and positions in Å:
C 2.77604 0.73174 -0.06189  -0.027
C 1.51102 -0.05390 -0.09765  -0.312
C 1.50481 -1.47606 -0.60090  -0.026
N 0.51699 0.67825 0.24217  -0.161
O 0.53715 1.87124 0.61756  -0.110
C -1.10353 0.22312 0.06717  -0.357
C -1.90923 1.56512 -0.10302  -0.008
C -1.41297 -0.77469 -1.00456  -0.055
C -1.40369 -0.47400 1.45368  -0.034
H 3.60131 0.08647 0.27323  0.085
H 2.66625 1.58099 0.60296  0.077
H 3.09932 1.04012 -1.01536  0.070
H 2.30894 -2.00679 -0.02546  0.095
H 0.60886 -2.02589 -0.36405  0.051
H 1.81025 -1.38037 -1.68805  0.113
H -2.06768 1.71857 -1.10398  0.053
H -2.84884 1.55096 0.37270  0.074
H -1.31466 2.24129 0.41694  0.043
H -1.45737 -1.75076 -0.45028  0.091
H -0.74393 -0.62701 -1.70982  0.036
H -2.41976 -0.77854 -1.28536  0.078
H -0.50512 -0.94135 1.88847  0.086
H -1.57006 0.23649 2.20383  0.055
H -2.18413 -1.23500 1.37169  0.082

Results
SMILES = CC(C)=[N+]([O-])C(C)(C)C
Gap between HOMO and LUMO = 8.97 eV
LUMO level = 0.839 eV

---

A is the most stable structure; the next one sits 0.0809 hartree above it.